Record 1
Below is C50H37Cl2F15GeN3NaOSSe3 as an isolated structure, with properties calculated with ωB97M-V/def2-TZVPD.

The value obtained for the energy relative to the best compared isomer or geometry (same formula, charge and spin) is 0.9091 eV. The total charge is -2. As for the spin multiplicity: 1.

Geometry as XYZ:
```
114
C50H37Cl2F15GeN3NaOSSe3 (ωB97M-V/def2-TZVPD)
Na 1.11927 1.15279 -0.37471
C 1.10409 -1.60619 -3.84208
Se 2.10054 -0.13554 -4.64685
C 0.62578 1.14308 -4.65313
C 1.12617 2.57804 -4.64190
Se 1.94838 3.07324 -2.93094
C 1.09140 4.82096 -2.87483
H 0.66418 -1.27995 -2.90183
H 1.80885 -2.41616 -3.66268
H 0.32457 -1.94966 -4.51672
H 0.03029 0.92633 -3.76493
H 0.01947 0.96082 -5.53859
H 0.27586 3.24955 -4.76484
H 1.83494 2.76907 -5.44909
H 1.34564 5.38718 -3.76898
H 1.45861 5.34368 -1.99148
H 0.01366 4.69399 -2.79290
C 4.62060 1.73313 1.43034
C 4.31171 1.14472 0.07696
O 3.28037 1.40610 -0.51780
N 5.26191 0.32411 -0.44899
C 5.03502 -0.42234 -1.67185
C 4.44998 -1.78972 -1.42018
C 5.14700 -2.94408 -1.75049
C 4.56322 -4.17687 -1.48723
C 3.31366 -4.20933 -0.89697
C 2.69534 -2.99952 -0.59332
N 3.24255 -1.81567 -0.85436
H 3.90396 2.52836 1.62980
H 5.64586 2.10734 1.47530
H 4.49015 0.95985 2.19221
H 6.00212 0.02470 0.16316
H 5.98096 -0.51808 -2.20576
H 4.35050 0.16527 -2.28212
H 6.12367 -2.87491 -2.21580
H 5.07855 -5.09612 -1.74170
H 2.81168 -5.14305 -0.67521
H 1.71008 -2.97965 -0.13639
Cl 1.66348 -1.58245 4.52332
C 0.69529 -0.68671 3.32132
Cl 1.68504 -0.10224 1.97678
H 0.25422 0.17574 3.80751
H -0.05186 -1.35716 2.91758
Se -2.23271 1.48801 -2.73422
C -3.59057 2.05193 -1.52043
C -4.47569 3.05602 -1.90788
C -5.47335 3.44856 -1.03488
N -5.66296 2.92363 0.17906
C -4.80928 1.95769 0.53283
C -3.77160 1.49018 -0.26279
H -4.38833 3.52674 -2.88083
H -6.16658 4.23201 -1.32838
H -4.96392 1.52478 1.51734
H -3.11441 0.69757 0.07684
F -2.66582 -1.09335 2.42223
C -3.39902 -2.22227 2.36817
C -3.08349 -3.24071 1.48578
C -3.91820 -4.33983 1.53634
F -3.75095 -5.38154 0.69699
C -4.99422 -4.43783 2.39856
F -5.79024 -5.52174 2.40865
C -5.26990 -3.39446 3.25846
F -6.31157 -3.47110 4.10127
C -4.46798 -2.27355 3.24622
F -4.73891 -1.26108 4.08311
Ge -1.42523 -2.96783 0.26264
S -1.15364 -0.00498 -1.56626
C -2.31472 -3.41195 -1.55130
C -1.44558 -3.64922 -2.60199
F -0.11672 -3.75566 -2.37372
C -1.83757 -3.80821 -3.91319
F -0.94771 -4.05447 -4.89156
C -3.17944 -3.71459 -4.22422
F -3.59388 -3.86717 -5.49287
C -4.08629 -3.45863 -3.22052
F -5.39098 -3.35481 -3.52582
C -3.64069 -3.30421 -1.91789
F -4.60495 -3.02641 -1.01657
C -0.69255 -4.91073 0.73735
C -0.09691 -4.98795 1.98663
F -0.12998 -3.93386 2.83273
C 0.54690 -6.10697 2.48221
F 1.10133 -6.11686 3.70432
C 0.61662 -7.23752 1.69363
F 1.23517 -8.34336 2.14020
C 0.03371 -7.22131 0.44470
F 0.08950 -8.32911 -0.31704
C -0.60668 -6.07583 0.00154
F -1.17033 -6.18022 -1.22020
C 1.54230 8.40172 1.99965
C 2.54147 7.97976 1.13250
C 2.61018 6.64738 0.74236
C 1.69392 5.69723 1.20200
C 0.68632 6.14303 2.06697
C 0.61387 7.47131 2.45888
C 1.80126 4.27809 0.75522
C 1.16563 3.20759 1.24096
C 0.32898 3.05526 2.38959
C -1.03737 2.68821 2.30270
C -1.78712 2.40874 3.43212
C -1.23050 2.46982 4.71038
C 0.10720 2.83779 4.82107
C 0.87134 3.12109 3.69802
H 1.47681 9.44029 2.30154
H 3.27122 8.68970 0.75954
H 3.39550 6.32164 0.06683
H -0.04117 5.42940 2.42849
H -0.17728 7.78570 3.13045
H 2.51695 4.14817 -0.06505
H -1.49192 2.60719 1.32137
H -2.82530 2.11585 3.31325
H -1.82011 2.23238 5.58693
H 0.56805 2.89979 5.80214
H 1.91334 3.40239 3.80720
```

Löwdin atomic charge list, values in e, 5 entries: -0.0160 -0.4379 0.8798 -0.6193 -0.5715


Record 2
Below is C50H38CaClN2O5P2 as an isolated structure in a non-equilibrium geometry, with properties calculated with ωB97M-V/def2-TZVPD.

The value obtained for the energy relative to the best compared isomer or geometry (same formula, charge and spin) is 0.4531 eV. The total charge is +1. As for the spin multiplicity: 1.

Geometry as XYZ:
```
99
C50H38CaClN2O5P2 (ωB97M-V/def2-TZVPD)
Ca 0.19356 1.39874 -0.27393
O 4.57640 5.98796 -0.45278
C 5.47389 5.05693 -0.14648
O 6.61405 5.32414 0.12119
C 5.01051 3.63760 -0.18806
C 5.85251 2.53694 -0.15158
Cl 7.54424 2.46734 -0.22352
N 5.08263 1.41989 -0.16957
N 3.77816 1.73659 -0.21428
C 3.72307 3.05718 -0.22314
C 2.38259 3.70831 -0.24343
O 2.25941 4.90404 -0.46194
O 1.40914 2.90865 0.03227
C 5.45211 0.05001 -0.06161
C 4.78569 -0.87203 -0.85429
C 5.09673 -2.21616 -0.74064
C 6.07288 -2.63689 0.15135
C 6.72833 -1.70440 0.94080
C 6.41679 -0.35624 0.84585
H 3.67225 5.60266 -0.59766
H 4.03919 -0.52802 -1.55726
H 4.58183 -2.93424 -1.36444
H 6.32306 -3.68524 0.22932
H 7.48556 -2.02163 1.64360
H 6.91517 0.35883 1.48568
C -5.11255 -3.77769 1.24552
C -4.50739 -3.20638 -0.04790
C -5.16616 -3.86973 -1.26911
C -4.75999 -1.71117 -0.09646
C -6.05970 -1.20748 -0.11575
C -6.32117 0.15023 -0.13684
C -5.26961 1.05205 -0.13810
C -3.96200 0.58941 -0.13025
P -2.52020 1.67956 -0.01496
C -2.99633 3.28105 -0.72817
C -3.75966 3.33255 -1.89418
C -3.97191 4.54298 -2.53378
C -3.41073 5.70683 -2.02805
C -2.63042 5.65816 -0.88253
C -2.42117 4.45133 -0.23421
C -2.36900 1.96338 1.78165
C -3.16383 2.86524 2.48755
C -2.99221 3.01975 3.85197
C -2.03072 2.27708 4.52781
C -1.24648 1.36539 3.84077
C -1.41986 1.21112 2.47181
C -3.72725 -0.78885 -0.10673
O -2.40096 -1.15668 -0.06621
C -2.05528 -2.48472 -0.08259
C -0.67782 -2.75866 -0.12134
C -0.28009 -4.09165 -0.15265
C -1.21180 -5.11323 -0.12237
C -2.55819 -4.80643 -0.08006
C -3.01324 -3.49135 -0.06938
P 0.47271 -1.34965 -0.20623
C 1.13977 -1.42466 -1.92002
C 1.27162 -0.21962 -2.61574
C 1.69492 -0.17448 -3.93467
C 2.00168 -1.35699 -4.58886
C 1.88052 -2.56571 -3.91886
C 1.44970 -2.60017 -2.60193
C 1.84882 -1.58514 0.97018
C 2.41354 -2.78656 1.39941
C 3.46010 -2.78995 2.30660
C 3.96532 -1.59753 2.80325
C 3.41110 -0.39534 2.39772
C 2.35728 -0.39499 1.49750
H -6.18529 -3.59414 1.28111
H -4.65720 -3.31898 2.12316
H -4.95784 -4.85401 1.30081
H -6.23797 -3.68095 -1.27766
H -5.02412 -4.94866 -1.24918
H -4.74252 -3.48374 -2.19614
H -6.89067 -1.89880 -0.10644
H -7.34072 0.50549 -0.14536
H -5.46595 2.11526 -0.14745
H -4.19377 2.42784 -2.30337
H -4.57384 4.57619 -3.43100
H -3.57594 6.64923 -2.52986
H -2.17857 6.55886 -0.49269
H -1.80258 4.42790 0.65597
H -3.90782 3.45451 1.96670
H -3.60841 3.72340 4.39375
H -1.89910 2.40759 5.59249
H -0.50891 0.77176 4.36349
H -0.84537 0.43359 1.96435
H 0.76548 -4.34806 -0.21540
H -0.88825 -6.14291 -0.13941
H -3.27820 -5.61233 -0.06194
H 1.07537 0.74302 -2.14267
H 1.79385 0.77590 -4.44061
H 2.33338 -1.33615 -5.61675
H 2.11781 -3.48999 -4.42703
H 1.34521 -3.55747 -2.11233
H 2.04965 -3.73395 1.03890
H 3.88698 -3.73107 2.62322
H 4.78813 -1.60688 3.50478
H 3.79815 0.54317 2.76931
H 1.98790 0.58217 1.18796
```

Löwdin atomic charge list, values in e, 5 entries: 1.2046 0.1270 -0.5002 0.0933 -0.0411


The highest total charge belongs to which entry?
C50H38CaClN2O5P2